Record 1
36
Properties=species:S:1:pos:R:3:forces:R:3 method="wB97M-V/def2-TZVPD" orbital_gap_ev=5.38 e_above_lowest_kj_mol=0.0 total_charge=-2
C 3.40308 0.68242 -2.00748 0.2 -0.1 0.6
C 3.32667 1.65916 -0.96433 0.1 -0.7 0.1
C 3.28642 0.95912 0.28599 0.2 -0.1 -0.5
H 3.31148 2.74326 -1.09494 -0.1 -0.4 0.0
C 3.36698 -0.44163 0.00769 0.0 0.5 -0.4
C 3.44438 -0.61169 -1.40924 0.0 0.8 0.6
H 3.59430 -1.55738 -1.92794 -0.3 0.3 0.1
H 3.46754 0.88500 -3.07665 -0.1 0.0 0.3
H 3.22234 1.42275 1.27588 0.0 -0.2 -0.4
H 3.44648 -1.23439 0.75385 -0.2 0.3 -0.3
Sr 0.64874 0.83546 -0.80204 -0.2 -1.3 -0.9
Br -0.50731 3.30237 -0.16577 -0.2 0.8 0.1
C -1.66138 -0.64362 -2.91654 0.3 0.1 -0.1
C -0.64244 -1.57914 -3.24616 0.2 0.3 -0.1
C 0.40702 -0.88015 -3.90667 -0.6 0.3 0.2
H -0.67178 -2.65775 -3.06780 0.0 0.4 0.1
C 0.02792 0.49209 -3.99482 -0.1 -0.4 0.3
C -1.24989 0.63371 -3.38662 0.0 -0.1 0.2
H -1.82747 1.55879 -3.30582 0.3 -0.3 0.0
H -2.60228 -0.87630 -2.41335 0.3 0.1 -0.1
H 1.32528 -1.31043 -4.29478 -0.1 0.0 0.1
H 0.60479 1.28795 -4.46222 -0.1 -0.1 0.1
Cl -2.20151 -2.95447 2.07003 -0.1 -1.2 -0.5
C -2.29781 -1.45982 2.86492 0.0 2.0 0.7
C -3.14618 -1.29976 3.94617 0.0 0.8 -0.1
C -3.22095 -0.05393 4.60061 0.1 -0.2 0.2
C -2.37950 1.00413 4.21837 0.4 -0.3 -0.6
C -1.50167 0.84366 3.14902 -0.2 -0.3 0.6
C -1.42117 -0.39798 2.43492 0.0 0.0 0.3
C -0.46910 -0.56211 1.42302 0.5 0.3 -0.8
H -3.75902 -2.13278 4.28202 0.0 0.1 -0.1
H -3.90858 0.08757 5.43049 0.0 -0.1 -0.1
H -2.42442 1.97043 4.73064 -0.1 -0.3 -0.1
H -0.84771 1.65574 2.79848 -0.4 -0.4 0.2
H 0.53938 -0.16738 1.60210 -0.3 0.0 -0.2
H -0.68263 -1.20288 0.56897 0.5 -0.5 0.4

***

Record 2
39
Properties=species:S:1:pos:R:3:forces:R:3 method="wB97M-V/def2-TZVPD" orbital_gap_ev=7.13 e_above_lowest_kj_mol=26.6 smiles="CCCNc1cnc2cccc(Br)c2n1.O=C1C=CC(=O)C=C1"
C -0.71301 -1.40723 -0.44348 0.7 0.1 0.7
C 0.70507 -0.82092 -0.49555 -0.7 -0.4 0.1
C 1.18228 -0.54700 0.91289 0.1 0.9 -0.3
N 2.42027 0.29982 0.95704 -0.3 -0.6 0.6
C 2.34112 1.24681 2.00619 0.1 0.0 -0.7
C 2.86541 0.92774 3.28837 0.3 -0.2 0.3
N 2.80272 1.71500 4.31641 -0.2 0.1 -0.3
C 2.17412 2.90628 4.08322 0.0 0.3 0.5
C 2.02643 3.82059 5.14665 -0.1 0.2 0.2
C 1.40828 5.02713 4.95938 0.1 -0.1 -0.1
C 0.92656 5.39316 3.68894 0.2 -0.6 -0.2
C 1.06349 4.50786 2.65351 -0.2 0.3 -0.3
Br 0.41585 4.99091 0.93191 0.1 0.0 0.2
C 1.67522 3.24018 2.81531 -0.1 0.0 -0.4
N 1.77031 2.38524 1.75729 -0.1 0.1 0.4
H -1.34098 -0.73648 0.13888 -0.3 0.1 -0.1
H -1.11391 -1.56215 -1.43183 -0.1 -0.1 0.0
H -0.67217 -2.33748 0.12274 -0.2 -0.3 -0.2
H 0.65015 0.10538 -1.05655 0.4 0.2 -0.1
H 1.36869 -1.52291 -0.99375 0.2 0.1 -0.2
H 0.39830 0.02031 1.41025 -0.1 0.1 0.1
H 1.30354 -1.46327 1.49098 0.1 -0.2 0.0
H 3.19501 -0.32098 1.15813 0.1 0.0 -0.1
H 3.34700 -0.03332 3.41763 0.1 -0.1 0.1
H 2.40487 3.53941 6.11543 0.1 -0.1 0.1
H 1.28063 5.71712 5.77802 0.1 0.0 0.1
H 0.45123 6.34345 3.52253 -0.1 0.2 0.0
O -4.92543 -4.24970 -6.14084 0.0 0.0 0.0
C -3.98137 -3.88515 -5.47547 0.0 0.0 0.0
C -3.87568 -2.48639 -4.98799 0.0 0.0 0.0
C -2.83755 -2.08634 -4.25908 0.0 0.0 0.0
C -1.74232 -3.02133 -3.90109 0.0 0.0 0.0
O -0.79728 -2.65574 -3.23393 0.0 -0.1 -0.3
C -1.84717 -4.41924 -4.38676 0.0 0.0 0.0
C -2.88484 -4.81981 -5.11608 0.0 0.0 0.0
H -4.68549 -1.82167 -5.26001 0.0 0.0 0.0
H -2.74026 -1.07150 -3.89441 0.0 0.0 0.0
H -1.03711 -5.08345 -4.11398 0.0 0.0 0.0
H -2.98197 -5.83431 -5.48087 0.0 0.0 0.0

***

Record 3
41
Properties=species:S:1:pos:R:3:forces:R:3 method="wB97M-V/def2-TZVPD" orbital_gap_ev=8.57 e_above_lowest_kj_mol=138.2 smiles="C[C@@H](Cl)[C@H](Cl)C1=C(O)C(=O)OC1=O.c1ccncc1.c1ccncc1"
C 3.42322 -0.70563 2.75625 0.2 0.0 0.0
C 3.52749 -2.19643 2.49549 -0.2 0.2 0.1
Cl 4.25583 -2.96901 3.94525 0.2 -0.1 -0.1
C 2.20171 -2.94603 2.18072 0.1 -0.2 -0.3
Cl 2.46603 -3.99296 0.74662 -0.1 0.0 0.1
C 1.00969 -2.06324 2.00338 -0.2 0.4 0.0
C 0.31754 -1.47964 2.98610 0.2 -0.3 0.3
O 0.56430 -1.53910 4.31757 -0.1 -0.3 -0.4
C -0.79236 -0.66612 2.40381 0.3 0.1 -0.2
O -1.77017 -0.23121 2.91037 0.0 0.2 0.1
O -0.49408 -0.54856 1.05943 -1.0 -0.4 0.0
C 0.32352 -1.63525 0.73273 0.4 0.1 0.8
O 0.32881 -2.09872 -0.34664 0.2 0.0 -0.7
H 2.91756 -0.51096 3.69842 -0.1 0.1 0.0
H 2.91976 -0.18259 1.94449 -0.1 0.0 -0.1
H 4.43208 -0.30251 2.80967 0.0 0.0 0.1
H 4.21353 -2.37206 1.67573 0.1 -0.1 0.0
H 2.00088 -3.64660 2.98467 -0.1 0.1 0.1
H -0.10993 -2.07656 4.75607 -0.1 0.2 0.1
C 0.38834 2.59219 -2.07068 0.0 0.1 -0.1
C 0.32104 1.67045 -1.03970 0.0 0.0 0.0
C 1.31322 1.69693 -0.07357 0.1 0.2 -0.1
N 2.33302 2.55445 -0.07766 0.0 0.0 0.0
C 2.38537 3.43035 -1.07848 0.0 0.0 0.0
C 1.44288 3.49088 -2.09426 0.0 0.0 0.1
H -0.37259 2.59804 -2.84020 0.0 0.0 0.0
H -0.48413 0.95382 -0.99461 0.0 -0.1 0.0
H 1.29660 1.00488 0.75531 0.0 -0.1 0.1
H 3.22570 4.11593 -1.06090 0.0 0.0 0.0
H 1.53447 4.22646 -2.88166 0.0 0.0 0.0
C -5.14410 -0.21782 -2.97700 0.0 0.0 0.0
C -4.49377 0.03680 -1.78093 0.0 0.0 0.0
C -3.27823 0.70215 -1.82040 0.1 0.0 0.0
N -2.69630 1.11013 -2.94727 0.0 0.0 0.0
C -3.33441 0.85740 -4.08810 0.1 0.0 0.0
C -4.55374 0.20154 -4.15787 0.0 0.0 0.0
H -6.09523 -0.73426 -2.98884 0.0 0.0 0.0
H -4.91678 -0.27209 -0.83510 0.0 0.0 0.0
H -2.74235 0.92222 -0.90328 0.0 0.0 0.0
H -2.83869 1.19808 -4.99054 0.0 0.0 0.0
H -5.02574 0.02468 -5.11437 0.0 0.0 0.0